# 1
C30H95N25O15 | ωB97M-V/def2-TZVPD

CARTESIAN COORDINATES (ANGSTROEM)
C (-1.2825, -1.3844, -4.6750)
C (-2.5812, -1.1149, -5.4591)
C (-2.1781, -0.7615, -6.9082)
O (-3.1509, -0.0362, -7.6322)
C (-4.0409, -0.8229, -8.4023)
N (-3.3924, -2.3211, -5.4254)
H (-1.5836, -1.8233, -3.7175)
H (-0.6489, -0.5191, -4.4817)
H (-0.6768, -2.2060, -5.0694)
H (-3.0292, -0.2461, -4.9676)
H (-1.7861, -1.6348, -7.4354)
H (-1.3994, 0.0004, -6.8122)
H (-3.5902, -1.7315, -8.8096)
H (-4.2517, -0.2730, -9.3244)
H (-4.9936, -0.9791, -7.8937)
H (-3.8178, -2.4922, -4.5198)
H (-4.2062, -2.1572, -6.0124)
C (5.8440, -6.5592, 4.2398)
C (4.5667, -6.0695, 3.5640)
C (4.7532, -5.5537, 2.1225)
O (3.7269, -4.6323, 1.8531)
C (3.7021, -4.3968, 0.4280)
N (3.4709, -7.0807, 3.5307)
H (5.6086, -6.8661, 5.2618)
H (6.7354, -5.9416, 4.2011)
H (6.0195, -7.5662, 3.8414)
H (4.1807, -5.2506, 4.1756)
H (4.8258, -6.3834, 1.4137)
H (5.7440, -5.0752, 2.0757)
H (2.7968, -3.8513, 0.1727)
H (3.7753, -5.2977, -0.1842)
H (4.5866, -3.8009, 0.1889)
H (2.7595, -6.6976, 2.9107)
H (3.7766, -7.8636, 2.9536)
C (-0.4522, 1.9948, 2.0046)
C (-0.8153, 0.5578, 2.4148)
C (-0.0898, -0.4891, 1.5794)
O (-0.4770, -0.3743, 0.2216)
C (0.1383, -1.3420, -0.6258)
N (-0.4957, 0.4462, 3.8760)
H (-0.7960, 2.8187, 2.6256)
H (-0.8955, 1.9892, 1.0033)
H (0.6272, 2.0966, 1.8638)
H (-1.8853, 0.3520, 2.3393)
H (-0.4588, -1.4464, 1.9655)
H (0.9956, -0.4656, 1.7150)
H (-0.4324, -2.2701, -0.5354)
H (1.1727, -1.5735, -0.3650)
H (0.0499, -0.9671, -1.6449)
H (-0.3821, -0.5327, 4.1244)
H (0.3831, 0.8933, 4.0881)
C (-4.0131, 2.6842, 0.8248)
C (-4.6885, 3.9627, 0.3535)
C (-5.0339, 3.7804, -1.1029)
O (-5.3980, 5.0461, -1.7321)
C (-5.8912, 4.9249, -3.0513)
N (-5.8771, 4.2810, 1.1600)
H (-3.4424, 2.8347, 1.7467)
H (-3.2719, 2.3141, 0.1180)
H (-4.8042, 1.9847, 1.1060)
H (-3.9638, 4.7681, 0.5123)
H (-5.7831, 3.0002, -1.2568)
H (-4.1632, 3.5826, -1.7352)
H (-6.2180, 5.9141, -3.3779)
H (-6.6950, 4.1904, -3.0877)
H (-5.0800, 4.7587, -3.7690)
H (-6.0615, 5.2682, 1.0309)
H (-5.6857, 4.1301, 2.1428)
C (1.7229, 2.5411, -4.7671)
C (0.5700, 3.5097, -5.0246)
C (0.2219, 4.4950, -3.8787)
O (0.0488, 3.7454, -2.6889)
C (-0.5222, 4.5464, -1.6057)
N (0.7470, 4.2310, -6.3126)
H (2.6395, 3.1104, -4.6157)
H (1.7520, 1.8194, -5.5836)
H (1.5381, 1.8585, -3.9350)
H (-0.3608, 2.9682, -5.2230)
H (-0.7678, 4.8913, -4.1225)
H (0.9979, 5.2674, -3.8360)
H (-1.6038, 4.6038, -1.7273)
H (-0.0398, 5.5116, -1.4589)
H (-0.3279, 3.9120, -0.7411)
H (0.0246, 4.9118, -6.5136)
H (1.5834, 4.7626, -6.0680)
C (2.6331, 2.6878, -0.1599)
O (3.2715, 2.5928, 0.9045)
N (2.4847, 3.8384, -0.8319)
N (1.9628, 1.6395, -0.6443)
H (2.9160, 4.6741, -0.4836)
H (1.8021, 3.8936, -1.5708)
H (1.4532, 1.7075, -1.5104)
H (2.1764, 0.7263, -0.2732)
C (1.0204, -3.0379, 3.9639)
O (0.3547, -4.0078, 3.6061)
N (0.8201, -2.3930, 5.1450)
N (2.0744, -2.5241, 3.2851)
H (1.2496, -1.4804, 5.2839)
H (0.1207, -2.7623, 5.7630)
H (2.6075, -1.8560, 3.8141)
H (2.5453, -3.0233, 2.5496)
C (0.9232, -4.6704, -2.5714)
O (1.3218, -3.5134, -2.4893)
N (1.5077, -5.6396, -3.3171)
N (-0.1958, -5.0956, -1.9162)
H (1.1683, -6.5806, -3.3294)
H (2.3510, -5.3796, -3.7994)
H (-0.5138, -4.4067, -1.2490)
H (-0.4463, -6.0596, -1.8127)
C (2.8992, 0.8948, 5.4418)
O (1.9551, 0.1222, 5.3137)
N (4.1417, 0.5602, 5.8993)
N (2.7707, 2.1973, 5.0773)
H (4.2918, -0.3399, 6.3175)
H (4.9101, 1.1868, 5.7519)
H (3.5851, 2.7318, 4.8205)
H (1.9237, 2.5719, 4.6805)
C (-4.2809, 0.3046, 3.6546)
O (-4.1003, -0.5491, 2.7758)
N (-5.5435, 0.7394, 3.9595)
N (-3.3810, 0.9364, 4.4192)
H (-5.7045, 1.3285, 4.7506)
H (-6.2445, 0.1215, 3.5809)
H (-2.3972, 0.7378, 4.2745)
H (-3.6603, 1.5821, 5.1287)
C (3.5446, -0.8328, -3.4556)
O (4.4355, -0.1065, -3.8733)
N (2.5861, -1.3490, -4.2733)
N (3.3649, -1.2831, -2.1732)
H (1.7387, -1.6908, -3.8511)
H (2.5811, -1.1321, -5.2524)
H (3.9131, -0.8667, -1.4408)
H (2.5045, -1.8008, -2.0821)
C (-2.7445, 1.1312, -2.3195)
O (-3.3510, 1.7165, -3.2195)
N (-1.4324, 1.2619, -1.9890)
N (-3.2794, 0.0372, -1.7246)
H (-0.9873, 0.5971, -1.3789)
H (-0.9556, 1.9306, -2.5781)
H (-4.2527, -0.1727, -1.8712)
H (-2.9200, -0.3365, -0.8577)
C (-2.1127, -3.1058, 1.1825)
O (-1.3838, -3.7690, 0.4419)
N (-3.1343, -2.3446, 0.6853)
N (-1.9281, -2.9748, 2.5060)
H (-3.2908, -2.5782, -0.2811)
H (-3.3979, -1.4508, 1.0771)
H (-1.1311, -3.3430, 3.0092)
H (-2.5047, -2.3348, 3.0318)
C (0.2009, 5.0448, 5.0334)
O (-0.1936, 5.3651, 3.9196)
N (0.0959, 3.7365, 5.4541)
N (0.7250, 5.8409, 6.0045)
H (0.1511, 3.5704, 6.4403)
H (-0.6215, 3.2790, 4.9056)
H (1.1266, 5.4075, 6.8128)
H (0.3739, 6.7764, 6.1229)
C (4.4089, -0.7778, 1.7881)
O (3.7169, -1.0363, 0.8039)
N (4.6339, 0.5178, 2.1594)
N (4.9500, -1.6449, 2.6600)
H (5.2118, 0.7065, 2.9553)
H (3.9939, 1.2093, 1.7744)
H (4.5470, -2.5620, 2.4984)
H (5.4400, -1.5011, 3.5190)

Summary:
total energy: -3697.872209 Ha
energy above the lowest of the compared OMol25 structures with the same formula, charge and spin: 0.0 kcal per mole

Here are the Löwdin charges for atoms 1 to 4, given in e: -0.0805, -0.4221, -0.2014, -0.1753

# 2
C2H7IN3 | ωB97M-V/def2-TZVPD

CARTESIAN COORDINATES (ANGSTROEM)
C (0.4989, 1.6854, -0.2036)
C (0.6449, -1.2741, 0.1165)
N (1.1211, -0.0701, -0.1424)
N (1.1661, -2.4884, 0.0783)
N (-0.7820, 1.8722, 0.1679)
I (3.3321, -0.0332, 0.0345)
H (1.3184, 2.3100, 0.2702)
H (0.6492, 1.6970, -1.2339)
H (-0.4247, -1.3157, 0.0441)
H (2.1119, -2.6633, 0.0371)
H (0.4938, -3.2506, 0.1688)
H (-1.0158, 2.4089, 1.0310)
H (-1.6475, 1.5992, -0.2936)

Summary:
total energy: -542.063260 Ha
energy above the lowest of the compared OMol25 structures with the same formula, charge and spin: 26.7 kcal per mole
net charge: +1

Here are the Löwdin charges for atoms 1 to 4, given in e: -0.1491, -0.3461, -0.3252, 0.1525

# 3
C3H4N2O | ωB97M-V/def2-TZVPD

CARTESIAN COORDINATES (ANGSTROEM)
O (0.1476, 1.1760, 1.9667)
C (0.2515, 0.6479, 0.8842)
C (1.2190, -0.3964, 0.4154)
N (0.7781, -1.0210, -0.6018)
C (-0.5159, -0.4312, -0.9281)
N (-0.6359, 0.7597, -0.1376)
H (-1.2907, -1.1262, -0.5280)
H (2.1455, -0.6477, 0.9278)
H (-0.5948, -0.2177, -1.9968)
H (-1.5045, 1.2565, -0.0018)

Summary:
total energy: -301.459981 Ha
energy above the lowest of the compared OMol25 structures with the same formula, charge and spin: 17.1 kcal per mole
SMILES string: O=C1C=NCN1

Here are the Löwdin charges for atoms 1 to 4, given in e: 0.0661, -0.4932, -0.0487, 0.0823

# 4
C36H47B2Cl30FN2O4S | ωB97M-V/def2-TZVPD

CARTESIAN COORDINATES (ANGSTROEM)
C (1.9239, 1.9331, 0.6660)
C (2.3628, 0.7987, -0.0354)
C (2.8478, -0.6613, -0.6114)
C (2.7149, -0.7958, -2.2386)
C (4.0252, -0.4185, -3.2082)
C (5.4039, 0.1219, -2.4843)
B (6.7699, -0.0681, -3.3888)
O (7.0266, -1.2784, -4.2424)
O (7.8015, 1.0137, -3.4255)
C (3.8954, -0.5623, -4.8592)
C (2.5012, -1.1195, -5.5201)
C (1.2489, -1.4732, -4.5272)
C (1.2560, -1.3160, -2.8717)
N (0.0389, -1.6271, -2.0097)
C (-1.2396, -1.0621, -2.5872)
C (-1.6792, -1.2102, -4.1952)
C (-3.0668, -0.6060, -4.8249)
F (-3.3206, -0.7676, -6.2831)
C (-4.1547, 0.2111, -3.8803)
C (-3.7843, 0.3584, -2.2900)
B (-4.8832, 1.1837, -1.3465)
O (-5.4895, 0.4868, -0.1952)
O (-5.1323, 2.6013, -1.7336)
C (-2.3722, -0.2677, -1.6612)
C (-2.2005, -0.0343, -0.0111)
C (-1.6339, 1.4354, 0.3932)
C (-1.5054, 1.7254, 2.0364)
C (-2.0219, 0.4086, 2.9091)
C (-2.5402, -1.0064, 2.2954)
N (-2.6275, -1.1947, 0.8176)
S (-0.3886, -2.1208, -5.2696)
H (1.6388, 2.8164, 1.4160)
H (2.1435, -1.5067, -0.1481)
H (3.9145, -0.8667, -0.1763)
H (5.3004, 1.2952, -2.2961)
H (5.6301, -0.4106, -1.4416)
H (6.7537, -1.0908, -5.1946)
H (7.2439, 1.8684, -3.3688)
H (4.7639, -0.2827, -5.6168)
H (2.3071, -1.2687, -6.6881)
H (0.1581, -1.3040, -1.0246)
H (-5.1244, 0.6578, -4.3597)
H (-6.3814, 0.1527, -0.5439)
H (-5.9418, 2.5726, -2.3433)
H (-1.3304, 2.2600, -0.3982)
H (-1.1373, 2.7353, 2.4982)
H (-2.0128, 0.5071, 4.0947)
H (-2.8835, -1.8634, 3.0483)
C (-5.2515, -2.9476, -7.5140)
Cl (-6.6230, -3.0560, -6.4039)
Cl (-5.6288, -3.7035, -9.0669)
H (-5.0105, -1.8948, -7.6800)
H (-4.3930, -3.4570, -7.0696)
C (-2.7259, 5.4783, 1.2860)
Cl (-1.4624, 6.2048, 0.2854)
Cl (-2.6035, 3.7148, 1.2839)
H (-2.6204, 5.8411, 2.3112)
H (-3.7028, 5.7676, 0.8909)
C (-1.2259, 4.3766, 5.1032)
Cl (0.0376, 5.1030, 4.1026)
Cl (-1.1035, 2.6131, 5.1012)
H (-1.1204, 4.7394, 6.1285)
H (-2.2028, 4.6659, 4.7082)
C (4.8000, 0.7288, 3.3638)
Cl (6.4216, 1.4249, 3.4697)
Cl (4.2150, 0.7299, 1.6956)
H (4.8301, -0.3005, 3.7295)
H (4.1183, 1.3197, 3.9803)
C (-3.3000, 3.0538, 8.4197)
Cl (-1.6784, 3.7499, 8.5256)
Cl (-3.8850, 3.0549, 6.7515)
H (-3.2699, 2.0245, 8.7854)
H (-3.9817, 3.6447, 9.0362)
C (8.7550, -1.1647, 3.7202)
Cl (10.3440, -1.8819, 4.0132)
Cl (7.4626, -2.3240, 4.0531)
H (8.6308, -0.2966, 4.3721)
H (8.6927, -0.8530, 2.6748)
C (-0.5714, -3.6508, 4.6967)
Cl (0.9956, -2.9817, 5.1677)
Cl (-1.4867, -2.4985, 3.7173)
H (-0.4091, -4.5618, 4.1155)
H (-1.1434, -3.8851, 5.5978)
C (-8.4074, -1.3841, -3.1981)
Cl (-9.0377, -0.4881, -1.8105)
Cl (-6.6405, -1.3417, -3.2332)
H (-8.7371, -2.4236, -3.1298)
H (-8.7924, -0.9344, -4.1165)
C (-11.5834, 0.8523, 0.6566)
Cl (-12.8140, -0.2215, 1.3333)
Cl (-11.0832, 2.0698, 1.8367)
H (-10.7130, 0.2584, 0.3674)
H (-11.9948, 1.3560, -0.2215)
C (6.9073, -0.8495, 7.9066)
Cl (6.4385, -0.2549, 6.3092)
Cl (5.7428, -0.3486, 9.1388)
H (6.9511, -1.9410, 7.8813)
H (7.8905, -0.4466, 8.1617)
C (10.0919, -0.3525, -0.9480)
Cl (8.6038, -0.2407, -0.0002)
Cl (11.5013, 0.0804, 0.0274)
H (10.2090, -1.3779, -1.3069)
H (10.0243, 0.3306, -1.7982)
C (-7.3909, -4.8026, -1.5571)
Cl (-5.7694, -4.1065, -1.4513)
Cl (-7.9760, -4.8015, -3.2253)
H (-7.3609, -5.8318, -1.1914)
H (-8.0727, -4.2117, -0.9406)
C (10.3091, -2.5915, -4.0071)
Cl (11.9306, -1.8954, -3.9013)
Cl (9.7240, -2.5904, -5.6753)
H (10.3391, -3.6207, -3.6414)
H (9.6273, -2.0006, -3.3906)
C (3.1919, -1.3643, -10.0297)
Cl (1.7038, -1.2525, -9.0819)
Cl (4.6013, -0.9314, -9.0543)
H (3.3090, -2.3897, -10.3886)
H (3.1243, -0.6812, -10.8799)
C (-7.4169, 4.2752, 9.7410)
Cl (-6.1534, 5.0017, 8.7404)
Cl (-7.2945, 2.5117, 9.7390)
H (-7.3113, 4.6380, 10.7663)
H (-8.3937, 4.5645, 9.3459)

Summary:
total energy: -16162.936315 Ha

Here are the Löwdin charges for atoms 1 to 4, given in e: -0.0027, -0.2089, -0.2180, -0.0441

# 5
C3H5NS3 | ωB97M-V/def2-TZVPD

CARTESIAN COORDINATES (ANGSTROEM)
C (0.0369, 0.0800, 1.2795)
C (-0.4334, 0.6284, -0.0838)
C (-0.5464, -1.2159, -1.8492)
H (2.1098, 1.1578, 1.8072)
H (0.6058, -0.8683, 1.1873)
H (-0.8393, -0.1860, 1.8833)
H (-0.8120, 1.6635, 0.0028)
H (-0.8739, -2.1237, -2.3180)
N (0.6435, -0.7564, -2.0539)
S (0.8978, 1.2618, 2.2877)
S (-1.7248, -0.3676, -0.8642)
S (0.9360, 0.7264, -1.2787)

Summary:
total energy: -1366.606727 Ha
energy above the lowest of the compared OMol25 structures with the same formula, charge and spin: 4.5 kcal per mole
SMILES string: SC[C@@H]1SC=NS1

Here are the Löwdin charges for atoms 1 to 4, given in e: -0.6884, -0.9382, -0.5891, -0.1638

Q: Which of these has the lowest total energy?
A: C36H47B2Cl30FN2O4S